1.
Below is 2 unconnected molecules or ions with the total composition C5H14NO at a distorted geometry, with properties calculated with ωB97M-V/def2-TZVPD.

Cartesian coordinates (Å):
1 C 0.65 -1.46 -1.36
2 C -0.61 -1.49 -0.42
3 C -1.31 -0.28 0.05
4 C -0.46 0.82 0.52
5 C 0.21 0.06 2.81
6 N 0.48 0.26 1.54
7 H 0.88 -0.44 -1.59
8 H 1.44 -1.98 -0.82
9 H 0.33 -1.88 -2.34
10 H -1.38 -2.10 -1.01
11 H -0.38 -2.12 0.48
12 H -1.87 0.14 -0.78
13 H -2.06 -0.49 0.95
14 H 0.14 1.38 -0.25
15 H -0.95 1.68 0.93
16 H 1.12 0.15 3.44
17 H -0.77 -0.08 3.27
18 H 1.27 -0.42 1.12
19 H 1.63 2.45 -2.66
20 H 0.67 3.38 -1.96
21 O 0.97 2.43 -1.92

E_tot (eV): -8946.4073
Total charge: 0
Gap between HOMO and LUMO (spin up / spin down) (eV): 6.40 / 9.55
Energy relative to the best compared isomer or geometry (same formula, charge and spin) (kJ/mol): 164.7
2S+1: 2

=====

2.
Below is 2 unconnected molecules or ions with the total composition C5H14NO at a distorted geometry, with properties calculated with ωB97M-V/def2-TZVPD.

Cartesian coordinates (Å):
1 C 1.66 -1.43 0.11
2 C 1.29 0.90 1.77
3 C -2.48 -0.71 -1.02
4 C 0.48 -0.46 -0.09
5 C 0.66 0.83 0.50
6 N 0.29 1.88 -0.21
7 O -1.98 0.55 -1.44
8 H 1.61 -2.07 -0.70
9 H 1.61 -2.08 1.04
10 H 2.56 -0.88 0.01
11 H 1.61 1.82 2.27
12 H 0.84 0.22 2.49
13 H 2.23 0.20 1.58
14 H -2.82 -0.66 0.09
15 H -1.61 -1.50 -1.18
16 H -3.22 -1.20 -1.64
17 H 0.37 -0.23 -1.20
18 H -0.46 -0.76 0.19
19 H -2.73 1.11 -1.71
20 H 0.45 2.89 0.08
21 H -0.37 1.59 -0.93

E_tot (eV): -8941.7411
Total charge: +1
Gap between HOMO and LUMO (eV): 10.78
Energy relative to the best compared isomer or geometry (same formula, charge and spin) (kJ/mol): 218.7

=====

3.
Below is 2 unconnected molecules or ions with the total composition C5H14NO at a distorted geometry, with properties calculated with ωB97M-V/def2-TZVPD.

Cartesian coordinates (Å):
1 C -0.39 0.18 -2.29
2 C 0.38 0.01 -0.88
3 N -0.49 0.53 0.19
4 C -1.02 -0.60 1.08
5 C 0.01 -1.66 0.98
6 C 0.78 -1.54 -0.36
7 H -0.25 1.25 -2.49
8 H -1.42 -0.06 -2.20
9 H 0.13 -0.36 -3.04
10 H 1.41 0.50 -0.73
11 H -1.28 1.16 -0.28
12 H -0.01 1.23 0.71
13 H -1.13 -0.13 2.04
14 H -1.99 -0.93 0.76
15 H 0.73 -1.56 1.69
16 H -0.35 -2.64 1.10
17 H 0.57 -2.27 -1.25
18 H 1.80 -1.62 -0.12
19 H 0.54 2.85 2.46
20 H 1.49 2.96 1.14
21 O 0.50 2.72 1.49

E_tot (eV): -8942.3560
Total charge: +1
Gap between HOMO and LUMO (eV): 12.05
Energy relative to the best compared isomer or geometry (same formula, charge and spin) (kJ/mol): 159.4

=====

4.
Below is 2 unconnected molecules or ions with the total composition C5H14NO at a distorted geometry, with properties calculated with ωB97M-V/def2-TZVPD.

Cartesian coordinates (Å):
1 C -0.90 -0.85 -0.72
2 C -1.40 0.57 -0.28
3 C -0.30 1.61 -0.69
4 C 1.07 1.14 -0.47
5 C 2.36 3.19 0.20
6 N 1.73 2.12 0.58
7 H -0.07 -1.21 -0.17
8 H -1.73 -1.63 -0.57
9 H -0.80 -1.10 -1.78
10 H -2.44 0.88 -0.82
11 H -1.50 0.65 0.77
12 H -0.52 1.80 -1.85
13 H -0.61 2.57 -0.28
14 H 1.43 0.12 -0.11
15 H 1.73 1.38 -1.39
16 H 2.23 4.14 0.67
17 H 3.09 2.94 -0.52
18 H 1.20 2.25 1.44
19 H -1.46 -6.85 0.97
20 H -1.70 -5.78 2.03
21 O -2.00 -6.12 1.16

E_tot (eV): -8940.1793
Total charge: +1
Gap between HOMO and LUMO (eV): 7.56
Energy relative to the best compared isomer or geometry (same formula, charge and spin) (kJ/mol): 369.4

=====

5.
Below is a gas-phase ion, C5H14NO (charge +1) at a distorted geometry, with properties calculated with ωB97M-V/def2-TZVPD.

Cartesian coordinates (Å):
1 C -1.51 0.92 0.00
2 C -0.28 0.59 -0.85
3 C 0.63 1.80 -1.07
4 C 0.54 -0.57 -0.22
5 N 1.33 -0.21 1.04
6 C -0.21 -1.85 0.09
7 O -0.70 -1.72 1.42
8 H -2.30 1.39 -0.58
9 H -2.02 0.00 0.30
10 H -1.22 1.50 0.83
11 H -0.65 0.07 -1.72
12 H 0.12 2.69 -0.74
13 H 0.85 2.00 -2.12
14 H 1.58 1.67 -0.55
15 H 1.33 -0.70 -0.96
16 H 0.78 0.44 1.61
17 H 2.30 0.12 0.99
18 H 1.38 -1.04 1.59
19 H -1.00 -2.01 -0.64
20 H 0.46 -2.72 0.00
21 H -1.41 -2.36 1.56

E_tot (eV): -8942.7847
SMILES: CC(C)[C@@H]([NH3+])CO
Total charge: +1
Gap between HOMO and LUMO (eV): 11.47
Energy relative to the best compared isomer or geometry (same formula, charge and spin) (kJ/mol): 118.0

=====

6.
Below is 2 unconnected molecules or ions with the total composition C5H14NO at a distorted geometry, with properties calculated with ωB97M-V/def2-TZVPD.

Cartesian coordinates (Å):
1 C -0.80 -2.44 2.70
2 C -0.17 -1.31 1.89
3 C -1.17 -0.62 0.85
4 C -0.33 0.16 -0.08
5 C -0.37 1.49 -0.16
6 N 0.02 2.11 -1.45
7 H -1.80 -2.72 2.45
8 H -0.56 -2.39 3.77
9 H -0.27 -3.38 2.49
10 H 0.76 -1.57 1.38
11 H 0.09 -0.52 2.59
12 H -2.04 -0.39 1.45
13 H -1.58 -1.46 0.26
14 H 0.09 -0.55 -0.77
15 H -0.67 2.14 0.65
16 H -0.06 1.36 -2.14
17 H 1.00 2.34 -1.64
18 H -0.58 2.88 -1.73
19 H 2.47 -0.29 -2.81
20 H 2.75 0.98 -3.63
21 O 2.17 0.62 -2.96

E_tot (eV): -8941.6623
Total charge: +1
Gap between HOMO and LUMO (eV): 10.54
Energy relative to the best compared isomer or geometry (same formula, charge and spin) (kJ/mol): 226.3

=====

What is the E_tot in the first record? -8946.4073 eV

=====

What is the E_tot in the first record? -8946.4073 eV

=====

The lowest energy relative to the best compared isomer or geometry (same formula, charge and spin) belongs to which entry? number 5